(1)
Here is C23H28CdN4O2Sb as an isolated structure at a distorted geometry from the OMol25 dataset. Energies are from ωB97M-V with the def2-TZVPD basis set.

Output
HOMO-LUMO gap   6.8 eV

ORCA input file:
```
! wB97M-V def2-TZVPD RIJCOSX def2/J DEFGRID3
* xyz 1 1
Cd -0.540 0.313 -0.216
C -3.115 -1.232 -1.815
O -1.959 -0.427 -2.099
C -1.072 -1.016 -3.008
C -1.443 -1.191 -4.329
C -0.567 -1.775 -5.227
C 0.688 -2.190 -4.800
C 1.061 -2.017 -3.481
C 0.191 -1.426 -2.566
N 0.494 -1.235 -1.201
N 1.462 -1.945 -0.754
C 1.778 -2.033 0.543
C 0.919 -1.647 1.632
O -0.187 -1.014 1.476
C 1.299 -2.032 2.957
C 2.458 -2.684 3.207
C 3.354 -3.058 2.162
C 4.549 -3.745 2.440
C 5.391 -4.125 1.426
C 5.059 -3.819 0.102
C 3.902 -3.133 -0.190
C 3.018 -2.748 0.830
H -3.611 -1.535 -2.735
H -3.794 -0.612 -1.232
H -2.835 -2.119 -1.245
H -2.421 -0.863 -4.660
H -0.862 -1.898 -6.260
H 1.376 -2.652 -5.495
H 2.032 -2.338 -3.132
H 0.619 -1.769 3.758
H 2.725 -2.940 4.226
H 4.792 -3.971 3.471
H 6.307 -4.657 1.644
H 5.716 -4.125 -0.701
H 3.656 -2.878 -1.210
C -3.590 4.157 -1.541
N -2.138 4.292 -1.438
C -1.584 5.644 -1.476
C -1.377 3.242 -1.354
N -0.689 2.310 -1.293
H -3.938 4.594 -2.477
H -4.068 4.679 -0.711
H -3.869 3.107 -1.509
H -1.856 6.129 -2.414
H -0.501 5.607 -1.393
H -1.985 6.229 -0.647
C -2.272 0.596 3.692
Sb -1.071 1.655 2.274
C 0.682 1.832 3.492
C -1.830 3.658 2.564
H -2.204 1.080 4.664
H -1.888 -0.420 3.748
H -3.310 0.566 3.367
H 0.389 2.206 4.471
H 1.392 2.518 3.035
H 1.142 0.851 3.593
H -1.851 3.902 3.625
H -2.840 3.735 2.161
H -1.183 4.366 2.048
*
```

***

(2)
Here is C23H28CeN5S as an isolated structure from the OMol25 dataset. Energies are from ωB97M-V with the def2-TZVPD basis set.

Output
HOMO-LUMO gap (spin up / spin down)   6.7 / 6.8 eV
Energy above the lowest of the compared OMol25 structures with the same formula, charge and spin   0.0 kJ/mol

ORCA input file:
```
! wB97M-V def2-TZVPD RIJCOSX def2/J DEFGRID3
* xyz 2 2
Ce -0.860 -0.280 -0.532
C -3.575 1.652 -0.879
N -2.220 1.777 -0.289
C -1.494 2.917 -0.882
C -2.338 1.855 1.175
C -2.467 3.079 1.815
C -2.685 3.131 3.181
C -2.819 1.947 3.888
C -2.695 0.720 3.257
C -2.418 0.644 1.890
N -2.271 -0.530 1.122
C -1.893 -1.812 1.568
C -1.478 -2.160 2.863
C -1.157 -3.467 3.173
C -1.212 -4.465 2.208
C -1.541 -4.135 0.908
C -1.860 -2.820 0.577
N -2.143 -2.434 -0.806
C -1.543 -3.338 -1.804
C -3.600 -2.309 -1.053
H -4.178 2.524 -0.620
H -4.060 0.765 -0.473
H -3.510 1.575 -1.967
H -2.095 3.827 -0.881
H -1.242 2.699 -1.924
H -0.583 3.107 -0.313
H -2.415 3.999 1.249
H -2.780 4.086 3.678
H -3.035 1.969 4.947
H -2.870 -0.178 3.826
H -1.393 -1.404 3.625
H -0.857 -3.708 4.183
H -0.980 -5.489 2.464
H -1.547 -4.905 0.150
H -2.076 -4.289 -1.867
H -0.500 -3.543 -1.558
H -1.607 -2.875 -2.791
H -4.080 -3.286 -0.968
H -3.773 -1.915 -2.056
H -4.033 -1.641 -0.312
N 3.680 1.857 0.396
C 3.054 0.820 -0.141
S 1.634 0.246 0.671
N 3.551 0.226 -1.215
C 4.757 0.635 -1.894
C 4.682 1.106 -3.194
C 5.853 1.473 -3.843
C 7.073 1.379 -3.190
C 7.135 0.901 -1.887
C 5.974 0.514 -1.235
H 3.289 2.298 1.211
H 4.533 2.223 -0.003
H 3.044 -0.572 -1.564
H 3.728 1.188 -3.698
H 5.809 1.837 -4.860
H 7.980 1.672 -3.700
H 8.089 0.811 -1.386
H 6.018 0.095 -0.237
*
```